{"formula": "C2H6BrO2P", "method": "ωB97M-V with the def2-TZVPD basis set", "relative_energy_ev": 3.2347, "homo_lumo_gap_ev": 9.23, "spin_multiplicity": 1, "e_homo_ev": -8.896, "fmax_ev_per_a": 4.343, "symbols": ["C", "C", "O", "O", "P", "Br", "H", "H", "H", "H", "H", "H"], "coordinates": [[-0.19, -0.60, 0.74], [0.19, -0.29, -1.18], [0.43, 1.05, -1.12], [-0.94, -0.59, -1.89], [0.29, 1.00, 1.46], [-0.26, 0.35, 3.57], [0.49, -1.38, 1.28], [-1.24, -0.80, 0.57], [0.97, -1.02, -1.50], [0.23, 1.50, -2.02], [-1.59, 0.11, -1.57], [1.62, 0.67, 1.67]], "nbo_charge": [-0.82, 0.43, -0.74, -0.70, 0.58, -0.30, 0.24, 0.23, 0.16, 0.49, 0.47, -0.05]}